C2H5N3O2 | ωB97M-V/def2-TZVPD

- energy relative to the best compared isomer or geometry (same formula, charge and spin) (kJ/mol) = 399.71
- structure (SMILES) = NN(C=O)/C=N\O
- HOMO-LUMO gap (eV) = 9.94
- LUMO level (hartree) = 0.0215

Last column: Mulliken charge in e.
Geometry (Å):
C  0.1953  0.7496  -1.5310  0.070
C  0.9775  -0.7647  0.1760  0.140
H  -1.9343  0.3675  -0.1371  0.238
H  -0.9484  1.4892  0.5515  0.230
H  1.0341  0.3881  -2.1693  0.290
H  1.8495  -0.9467  -0.4697  0.227
H  -0.6802  -0.7867  1.8746  0.443
N  -1.0678  0.4988  0.4002  -0.620
N  -0.0136  0.0168  -0.3952  0.233
N  1.0726  -1.3622  1.3125  -0.341
O  -0.4854  1.7257  -1.8041  -0.527
O  0.0007  -1.3754  2.1916  -0.382


CH2N2O2S | ωB97M-V/def2-TZVPD

- energy relative to the best compared isomer or geometry (same formula, charge and spin) (kJ/mol) = 493.56
- HOMO-LUMO gap (eV) = 10.28
- LUMO level (hartree) = 0.0140

Last column: Mulliken charge in e.
Geometry (Å):
C  0.7773  -0.6368  0.1507  0.059
N  -0.3213  -1.1126  -0.1820  -0.347
N  0.8080  0.8974  0.2097  -0.209
O  -2.3605  -0.1552  0.7886  -0.438
O  -0.3960  1.3694  -0.2476  -0.310
S  -1.6035  0.0177  -0.3953  0.620
H  1.5804  -1.3674  0.3526  0.343
H  1.5156  0.9876  -0.6767  0.282


C3H11NO3 | ωB97M-V/def2-TZVPD

- energy relative to the best compared isomer or geometry (same formula, charge and spin) (kJ/mol) = 134.69
- structure (SMILES) = CCNC=O.O.O
- HOMO-LUMO gap (eV) = 10.35
- LUMO level (hartree) = 0.0257

Last column: Mulliken charge in e.
Geometry (Å):
C  0.7291  -0.8916  1.6157  0.020
N  0.7721  -0.7223  0.3143  -0.106
C  1.4840  0.4333  -0.3280  -0.337
C  2.2233  0.0705  -1.6240  -1.055
O  -0.0258  -1.6768  2.1007  -0.571
H  1.3682  -0.3270  2.2345  0.336
H  0.1056  -1.2171  -0.2670  0.244
H  2.1993  0.8523  0.3652  0.309
H  0.7664  1.2066  -0.5576  0.250
H  2.5884  1.0077  -2.1222  0.286
H  1.6222  -0.4099  -2.4057  0.333
H  3.0312  -0.5569  -1.1803  0.295
H  -2.3555  -2.0320  1.0056  0.312
H  -3.1392  -0.8143  1.4950  0.324
O  -2.9759  -1.3263  0.6628  -0.643
H  -2.8840  2.8523  -0.7131  0.311
H  -3.1396  1.4468  -0.1454  0.323
O  -2.3696  2.1046  -0.4505  -0.633


C5H8N2O2S | ωB97M-V/def2-TZVPD

- energy relative to the best compared isomer or geometry (same formula, charge and spin) (kJ/mol) = 485.98
- HOMO-LUMO gap (alpha / beta) (eV) = 9.02 / 5.94
- LUMO level (alpha / beta) (hartree) = -0.0089 / -0.0781

Last column: Mulliken charge in e.
Geometry (Å):
C  1.0379  2.1998  0.9822  -0.398
C  2.4055  2.2199  0.7153  -0.205
C  0.5106  1.1682  0.2250  0.380
C  1.7002  -0.3011  -1.5494  -0.761
C  -3.3874  0.1385  0.7508  -0.785
N  2.7317  1.3416  -0.2195  -0.761
N  1.6037  0.6646  -0.4986  0.654
O  -0.6304  0.6750  0.1220  -0.510
O  -2.7891  -1.0407  -1.4777  -0.460
S  -3.0230  0.3251  -0.9698  0.379
H  0.3232  2.9063  1.3687  0.364
H  3.1001  3.1051  1.0689  0.305
H  2.5940  -0.1568  -1.9635  0.397
H  1.7281  -1.3950  -1.3406  0.257
H  0.8268  -0.2713  -2.2915  0.265
H  -2.6710  -0.3336  1.4124  0.278
H  -3.4869  1.1932  1.3092  0.265
H  -4.3323  -0.3746  1.0635  0.337


C18H53Cl2N7O5P4S | ωB97M-V/def2-TZVPD

- structure (SMILES) = CNC[PH2](CCCCS(=O)(=O)Cl)P(O)Cl.CN(C)P(=O)(N(C)C)N(C)C.CN(C)P(=O)(N(C)C)N(C)C
- HOMO-LUMO gap (eV) = 6.51
- LUMO level (hartree) = -0.0470

Last column: Mulliken charge in e.
Geometry (Å):
C  6.0846  -1.1623  4.8745  -0.619
N  6.2991  -0.5433  3.5160  -0.412
C  4.9789  -0.5868  2.7707  -0.759
P  4.0884  1.0636  3.0849  0.339
C  2.6131  0.6680  1.9690  -0.507
C  1.9335  -0.7329  2.2159  -0.492
C  1.6849  -1.0804  3.7351  -0.288
C  0.4457  -2.0809  3.8600  -0.682
S  -0.2264  -2.0524  5.5858  1.012
O  -0.8926  -3.3517  5.9074  -0.552
O  0.9035  -1.7307  6.5124  -0.542
Cl  -1.6602  -0.5430  5.6832  -0.181
P  3.3586  3.1109  3.6328  -0.016
O  1.9974  2.7403  4.6315  -0.488
Cl  2.7541  4.1590  1.9077  -0.259
H  6.3593  -2.2417  4.7864  0.248
H  6.7283  -0.6035  5.6057  0.325
H  5.0160  -1.0603  5.2295  0.179
H  6.4438  0.4532  3.7408  0.345
H  5.2520  -0.6798  1.6846  0.170
H  4.4478  -1.4905  3.1709  0.418
H  4.1283  0.8129  4.4983  0.005
H  5.2202  1.7159  2.4511  0.063
H  1.8193  1.4442  2.1810  0.502
H  2.8389  0.7739  0.8717  0.023
H  0.9271  -0.7719  1.7047  0.300
H  2.5505  -1.5574  1.7566  0.267
H  1.5339  -0.1355  4.3178  0.301
H  2.5417  -1.6304  4.2186  0.157
H  -0.3163  -1.8102  3.0885  0.444
H  0.8168  -3.1165  3.6332  0.330
H  2.2839  3.0263  5.5133  0.335
O  0.1263  -0.8807  -1.3142  -0.712
P  0.5820  -1.0820  -2.7723  0.860
N  0.9863  -2.7389  -2.5684  0.260
C  2.1054  -3.4644  -3.1312  -0.894
C  -0.1819  -3.6157  -2.5360  -1.186
N  1.9388  -0.0148  -2.5967  0.265
C  3.1560  -0.4754  -1.9363  -1.332
C  1.5763  1.2885  -2.0262  -1.075
N  0.9073  -1.1830  -4.5352  -0.072
C  2.1426  -0.7805  -5.1870  -0.927
C  -0.2228  -0.5866  -5.2756  -1.162
H  1.9711  -3.6895  -4.1975  0.313
H  2.2323  -4.4215  -2.6154  0.379
H  3.0547  -2.9510  -2.9997  0.175
H  -0.5651  -3.8052  -3.5481  0.332
H  -0.9893  -3.1677  -1.9502  0.283
H  0.0496  -4.5729  -2.0625  0.382
H  2.9409  -1.0034  -1.0013  0.385
H  3.8205  0.3628  -1.7050  0.432
H  3.7486  -1.1127  -2.5907  0.274
H  1.4737  1.2465  -0.9358  0.186
H  0.6252  1.6415  -2.4362  0.377
H  2.3307  2.0414  -2.2708  0.423
H  2.3344  0.2944  -5.1199  0.293
H  2.0939  -1.0391  -6.2506  0.398
H  3.0065  -1.3169  -4.7995  0.283
H  -0.2395  0.5036  -5.1692  0.361
H  -1.1723  -0.9800  -4.8947  0.337
H  -0.1770  -0.8461  -6.3357  0.405
O  -3.0625  3.2036  -1.5443  -0.816
P  -3.9749  1.9697  -1.4221  0.948
N  -5.4392  2.8680  -1.4483  0.083
C  -6.6461  2.6367  -0.6844  -0.865
C  -5.8028  3.3350  -2.7833  -1.140
N  -3.4227  1.5902  0.1787  0.350
C  -3.9348  2.3243  1.3346  -1.160
C  -1.9612  1.5395  0.2826  -1.199
N  -4.8813  0.4196  -1.4561  0.002
C  -5.1955  -0.3968  -0.2957  -0.834
C  -4.3098  -0.4569  -2.4973  -1.316
H  -7.2301  1.7865  -1.0622  0.315
H  -7.2958  3.5166  -0.7295  0.378
H  -6.4566  2.4865  0.3755  0.162
H  -6.2547  2.5284  -3.3775  0.333
H  -4.9232  3.6964  -3.3226  0.326
H  -6.5030  4.1726  -2.7369  0.351
H  -3.9412  3.4063  1.1732  0.326
H  -3.3311  2.1203  2.2238  0.340
H  -4.9354  1.9885  1.6039  0.293
H  -1.5203  2.5388  0.3747  0.314
H  -1.5265  1.0622  -0.6003  0.180
H  -1.6534  0.9479  1.1505  0.467
H  -4.3086  -0.8192  0.1863  0.256
H  -5.8331  -1.2341  -0.6011  0.389
H  -5.7735  0.1490  0.4473  0.260
H  -3.3268  -0.8416  -2.2005  0.455
H  -4.1887  0.1000  -3.4336  0.348
H  -4.9766  -1.2951  -2.7134  0.441


C9H11N | ωB97M-V/def2-TZVPD

- energy relative to the best compared isomer or geometry (same formula, charge and spin) (kJ/mol) = 254.01
- HOMO-LUMO gap (eV) = 9.60
- LUMO level (hartree) = 0.0259

Last column: Mulliken charge in e.
Geometry (Å):
C  1.0675  -2.0218  -0.3266  -0.500
C  -1.1868  -0.8380  -0.4247  -0.530
C  2.5506  0.0825  -0.7175  -0.590
C  1.5790  -0.7964  -0.2269  -0.288
C  -0.6090  0.3476  -0.5267  0.089
C  -0.3337  -2.0302  0.0706  -0.756
C  0.7588  0.4294  0.0996  2.217
C  -1.2168  1.5848  -0.9918  -1.302
C  0.6884  1.0267  1.5357  -1.652
N  1.9124  1.1916  -0.6697  -0.745
H  1.5814  -2.8662  -0.7330  0.456
H  -2.2507  -0.9595  -0.6862  0.389
H  3.5485  -0.0723  -0.9423  0.468
H  -0.8082  -3.0100  -0.2337  0.407
H  -0.4751  -2.3404  1.2105  0.229
H  -1.6327  2.1862  -0.2078  0.258
H  -1.9954  1.4380  -1.7921  0.362
H  -0.1760  2.0618  -1.3837  0.355
H  0.5752  2.0972  1.2953  0.433
H  1.3814  0.6656  2.2542  0.385
H  -0.3222  0.9167  2.0334  0.317


Max |F| across the listed records, respectively: 1.9, 5.0, 4.0, 5.1, 7.6, 5.0 eV/A.